(1)
C17H17N6O2PdS | ωB97M-V with the def2-TZVPD basis set

The geometry in ORCA input format:
```
! wB97M-V def2-TZVPD RIJCOSX def2/J DEFGRID3
* xyz -1 1
Pd 0.703 0.693 -0.002
O -1.083 -1.009 1.177
N -0.986 -1.004 2.447
N -0.817 0.181 2.952
O -0.718 1.250 2.252
C -0.651 0.248 4.354
C -0.877 -0.854 5.176
C -0.696 -0.724 6.540
C -0.297 0.490 7.094
C -0.082 1.575 6.261
C -0.260 1.468 4.889
H -1.186 -1.790 4.737
H -0.875 -1.583 7.175
H -0.155 0.583 8.162
H 0.228 2.526 6.677
H -0.104 2.291 4.211
C 2.927 2.874 -2.965
N 1.610 2.716 -2.422
C 1.236 2.935 -1.106
C -0.046 2.436 -0.992
N -0.406 1.810 -2.193
C 0.598 2.003 -2.991
H 3.371 3.801 -2.596
H 2.864 2.936 -4.052
H 3.576 2.036 -2.694
H 1.819 3.556 -0.452
H -0.802 2.676 -0.249
H 0.700 1.594 -3.984
N 0.768 -2.705 0.081
C 2.004 -2.199 -0.061
N 2.254 -0.921 -0.095
C 3.616 -0.725 -0.248
C 4.230 0.523 -0.286
C 5.600 0.586 -0.445
C 6.371 -0.572 -0.562
C 5.772 -1.820 -0.515
C 4.397 -1.879 -0.355
S 3.358 -3.276 -0.258
H 0.016 -2.062 0.459
H 0.695 -3.681 0.315
H 3.604 1.401 -0.178
H 6.085 1.555 -0.471
H 7.442 -0.496 -0.683
H 6.357 -2.724 -0.599
*
```

Output
LUMO level (eV): 2.5837
HOMO energy (Eh): -0.10901
Energy relative to the best compared isomer or geometry (same formula, charge and spin) (kcal per mole): 11.24
HOMO-LUMO gap (Ha): 0.2040



(2)
C4H10N2O2 | ωB97M-V with the def2-TZVPD basis set

The geometry in ORCA input format:
```
! wB97M-V def2-TZVPD RIJCOSX def2/J DEFGRID3
* xyz 0 1
C 2.843 0.701 -0.037
C 1.557 -0.049 0.180
C 0.777 -0.169 1.318
N -0.371 -0.890 0.920
C -0.123 -1.183 -0.399
N 0.920 -0.551 -0.971
H 2.881 1.717 0.290
H 3.061 0.788 -1.137
H 3.509 0.088 0.455
H 0.701 0.506 2.268
H -1.296 -1.124 1.260
H -0.874 -1.864 -0.855
O -3.052 -0.166 0.410
H -3.894 -0.150 -0.081
H -2.482 0.595 0.168
O -1.224 1.417 -1.133
H -1.300 2.431 -1.252
H -0.270 1.293 -1.349
*
```

Output
SMILES: Cc1c[nH]cn1.O.O
LUMO level (eV): 0.6093
HOMO energy (Eh): -0.30848
Energy relative to the best compared isomer or geometry (same formula, charge and spin) (kcal per mole): 52.73
HOMO-LUMO gap (Ha): 0.3309



(3)
C13H6Cl5N2OPbTe4 | ωB97M-V with the def2-TZVPD basis set

The geometry in ORCA input format:
```
! wB97M-V def2-TZVPD RIJCOSX def2/J DEFGRID3
* xyz 1 1
Pb -0.037 -0.151 -1.357
Te 2.737 -1.097 -0.666
Te 2.293 -3.692 -1.453
Te 3.924 -3.073 -3.561
Te 2.889 -0.538 -3.340
Cl 0.991 7.274 -0.809
C 1.125 5.577 -1.013
C 0.194 4.724 -0.434
Cl -1.107 5.343 0.500
C 0.328 3.355 -0.612
Cl -0.829 2.262 0.129
C 1.355 2.761 -1.352
O 1.483 1.460 -1.503
C 2.281 3.649 -1.921
Cl 3.582 2.973 -2.829
C 2.171 5.025 -1.758
Cl 3.332 6.061 -2.479
N -1.670 -1.276 2.926
C -1.012 -0.449 2.093
N -0.775 -0.994 0.923
C -1.328 -2.280 0.994
C -1.370 -3.299 0.040
C -1.986 -4.478 0.400
C -2.550 -4.652 1.677
C -2.515 -3.654 2.627
C -1.892 -2.467 2.250
H -1.942 -1.055 3.870
H -0.712 0.543 2.392
H -0.939 -3.182 -0.947
H -2.041 -5.289 -0.314
H -3.026 -5.593 1.918
H -2.950 -3.790 3.607
*
```

Output
LUMO level (eV): -4.4266
HOMO energy (Eh): -0.38980
Energy relative to the best compared isomer or geometry (same formula, charge and spin) (kcal per mole): 0.00
HOMO-LUMO gap (Ha): 0.2271



(4)
CH2P2S3 | ωB97M-V with the def2-TZVPD basis set

The geometry in ORCA input format:
```
! wB97M-V def2-TZVPD RIJCOSX def2/J DEFGRID3
* xyz 0 1
C 0.516 0.866 0.406
P -0.952 0.058 1.218
P -0.131 2.074 -0.571
S -1.959 1.147 -0.331
S -0.691 -1.943 0.508
S 0.370 -1.713 -1.262
H 1.487 0.725 0.644
H 1.360 -1.214 -0.613
*
```

Output
LUMO level (eV): -0.6579
HOMO energy (Eh): -0.32174
Energy relative to the best compared isomer or geometry (same formula, charge and spin) (kcal per mole): 31.58
HOMO-LUMO gap (Ha): 0.2976